# 1
2 unconnected molecules or ions with the total composition C2H3BrF2O2. Source: the Open Molecules 2025 dataset; level of theory: ωB97M-V/def2-TZVPD.

Molar mass: 176.94 g mol⁻¹
Orbital gap (spin up / spin down): 8.4 / 8.4 eV
Lowest unoccupied orbital energy (spin up / spin down): -0.21 / -0.21 eV
Spin multiplicity: 1

CARTESIAN COORDINATES (ANGSTROEM)
C: -0.240 1.094 -0.087
C: 0.656 -1.219 0.032
O: -0.442 1.465 1.151
O: 1.898 -1.302 0.495
F: -1.332 0.706 -0.712
F: 0.624 -1.830 -1.219
Br: -0.668 -2.353 1.185
H: 0.639 1.616 -0.620
H: -1.088 0.935 1.622
H: 2.213 -2.137 0.534

***

# 2
A gas-phase ion, C2H3BrN (charge +1). Source: the Open Molecules 2025 dataset; level of theory: ωB97M-V/def2-TZVPD.

Molar mass: 120.96 g mol⁻¹
Orbital gap (spin up / spin down): 8.1 / 8.1 eV
Lowest unoccupied orbital energy (spin up / spin down): -5.93 / -5.94 eV
Spin multiplicity: 1
Total charge: +1

CARTESIAN COORDINATES (ANGSTROEM)
C: 0.241 -0.208 0.482
C: 1.620 -0.026 -0.043
N: -0.989 0.129 -0.005
Br: 3.285 -0.493 0.218
H: -1.180 1.091 -0.065
H: -1.836 -0.294 0.413
H: -1.141 -0.200 -1.000

***

# 3
2 unconnected molecules or ions with the total composition C2H3BrN2O. Source: the Open Molecules 2025 dataset; level of theory: ωB97M-V/def2-TZVPD.

Molar mass: 150.96 g mol⁻¹
Orbital gap: 9.9 eV
Lowest unoccupied orbital energy: 0.15 eV
Spin multiplicity: 1

CARTESIAN COORDINATES (ANGSTROEM)
C: 0.584 -2.453 -0.937
C: 0.678 1.289 -1.056
N: 0.565 -1.190 -0.833
N: 1.052 0.087 -1.356
O: 0.522 -3.624 -0.889
Br: -2.672 0.786 4.095
H: -0.253 1.559 -0.509
H: 1.174 2.066 -1.704
H: -1.651 1.480 3.188

***

# 4
2 unconnected molecules or ions with the total composition C2H3BrN2O. Source: the Open Molecules 2025 dataset; level of theory: ωB97M-V/def2-TZVPD.

Molar mass: 150.96 g mol⁻¹
Orbital gap: 10.0 eV
Lowest unoccupied orbital energy: 0.50 eV
Spin multiplicity: 1

CARTESIAN COORDINATES (ANGSTROEM)
C: 0.550 -1.288 0.457
C: 0.477 2.093 -0.697
N: 0.551 -0.089 0.273
N: 0.643 0.812 -0.713
O: 0.532 -2.358 0.873
Br: -2.485 -1.728 0.635
H: 0.495 2.784 0.214
H: 0.712 2.471 -1.717
H: -1.473 -2.697 0.675

***

The following F_max values (in eV/A) correspond, in order, to the records above: 5.0 12.0 5.2 3.9.
The following ΔE to the lowest compared entry with this formula, charge and spin values (in kcal/mol) correspond, in order, to the records above: 74.6 52.6 20.2 7.9.